A cluster of 3 separate species, C2H10N2O2 in total, computed with ωB97M-V/def2-TZVPD.

Each line ends with the natural charge from an NBO analysis.
Atoms and positions in Å:
1 H 2.31373 -1.61368 -0.75597  0.3467
2 N 1.58660 -1.03882 -0.30932  -0.7902
3 C 0.73305 -0.73533 -1.23038  0.2993
4 N -0.16421 0.25722 -1.20492  -0.6115
5 C -1.30398 0.17615 -2.11149  -0.4061
6 H 0.96601 -1.16785 -2.22535  0.1350
7 H -0.15958 0.67169 -0.26894  0.4238
8 H -1.35332 1.04684 -2.74753  0.1997
9 H -2.29178 -0.04078 -1.70659  0.2032
10 H -1.05041 -0.62647 -2.85229  0.1996
11 O 0.56934 -0.56386 2.61420  -0.9797
12 H 1.43912 -0.68918 2.99658  0.4736
13 H 0.65370 -0.92690 1.71972  0.4978
14 O -1.14627 1.72167 1.39833  -0.9599
15 H -0.33765 1.46639 1.87029  0.4937
16 H -1.81765 1.13320 1.76903  0.4748

Calculated values
highest occupied orbital energy = -9.139 eV
LUMO level = 0.0345 hartree
multiplicity = 1
SMILES = [H]/N=C/NC.O.O

---

A cluster of 2 separate species, C3H3ClFNO3 in total, computed with ωB97M-V/def2-TZVPD.

Each line ends with the natural charge from an NBO analysis.
Atoms and positions in Å:
1 O -1.02196 -3.64505 1.25992  -0.5097
2 N -0.97925 -3.18175 0.12529  0.2896
3 O 0.23866 -2.66785 -0.30408  -0.5224
4 C -2.00312 -2.95194 -0.59511  0.4528
5 F -1.89356 -2.41274 -1.79631  -0.2800
6 Cl -3.58212 -3.47780 -0.22994  0.0743
7 H 0.72911 -2.70990 0.56003  0.4965
8 C -0.37978 1.47810 -0.00992  -0.7816
9 C -1.19406 0.53414 0.41742  0.7248
10 O -1.68965 -0.43683 0.85705  -0.4725
11 H 0.60990 1.45133 0.57514  0.2731
12 H -0.69239 2.37621 -0.43228  0.2550

Calculated values
highest occupied orbital energy = -9.015 eV
LUMO level = 0.0142 hartree
multiplicity = 1
SMILES = [O-]/[N+](O)=C(/F)Cl.C=C=O

---

A structure of composition C21H44AsN2OPdS3Si3, computed with ωB97M-V/def2-TZVPD.

Each line ends with the Mulliken spin population.
Atoms and positions in Å:
1 Pd -0.21362 2.13644 0.46906  0.9314
2 C 1.66102 0.45621 -1.95732  0.0474
3 O 1.78640 0.38187 -0.51827  0.0000
4 Si 2.55191 -0.90910 0.24453  -0.0263
5 C 4.23692 -0.98467 -0.53536  0.0047
6 C 2.67187 -0.32943 1.98868  -0.0047
7 C 1.63652 -2.61289 0.28624  0.1067
8 Si 0.53926 -3.00869 1.84546  0.0398
9 C -0.81993 -4.24500 1.44934  0.0087
10 C 1.61566 -3.65937 3.24767  -0.0008
11 C -0.53717 -1.49688 2.47613  0.0112
12 Si 0.64883 -2.89390 -1.40147  0.6343
13 C -0.81551 -3.93403 -1.69534  0.0373
14 C 2.66137 -3.65563 0.05616  0.0279
15 C 1.59866 -2.90692 -2.93545  0.0094
16 H 1.26158 1.45617 -2.19679  -0.0058
17 H 0.96278 -0.24652 -2.36950  -0.0076
18 H 2.65069 0.32341 -2.39907  0.0211
19 H 4.72340 -0.05757 -0.88464  0.0006
20 H 4.26841 -1.69223 -1.33923  -0.0014
21 H 4.87867 -1.45962 0.19405  0.0005
22 H 3.60747 0.12814 2.26086  0.0003
23 H 2.62657 -1.20137 2.67180  0.0003
24 H 1.88346 0.29366 2.35127  -0.0002
25 H -0.51118 -5.12291 0.88718  -0.0006
26 H -1.62339 -3.73251 0.90232  -0.0022
27 H -1.24252 -4.64041 2.39438  -0.0002
28 H 2.64107 -3.84864 2.92512  0.0004
29 H 1.27942 -4.67728 3.63814  0.0000
30 H 1.60436 -2.98727 4.12169  0.0006
31 H -1.60546 -1.67195 2.24506  0.0064
32 H -0.21177 -0.55841 2.01189  0.0011
33 H -0.47227 -1.26298 3.52877  -0.0008
34 H -0.45195 -4.96085 -1.41250  0.0339
35 H -1.11236 -3.83172 -2.72058  0.0112
36 H -1.57662 -3.71987 -0.96533  -0.0195
37 H 2.36858 -4.64834 0.51343  -0.0065
38 H 3.69491 -3.54548 0.45005  0.0123
39 H 2.76664 -3.88228 -1.02800  -0.0028
40 H 0.90149 -2.91460 -3.74700  0.0138
41 H 2.02751 -3.91329 -2.93680  0.0244
42 H 2.43219 -2.21042 -3.03323  -0.0056
43 C 2.87560 4.03127 0.66757  0.0124
44 C 1.61707 4.73823 1.02753  0.0980
45 N 0.41872 4.23199 1.09567  0.0150
46 C -0.52904 5.22749 1.28640  0.1094
47 C -0.00750 6.51893 1.45199  0.2083
48 S 1.66919 6.46074 1.28873  0.0664
49 C -1.87642 4.94862 1.54070  0.1066
50 C -2.90977 5.86309 1.82273  0.2331
51 S -4.38567 5.03379 1.93619  0.0843
52 C -3.53996 3.49073 1.69802  0.1153
53 N -2.26338 3.63815 1.47978  -0.0079
54 C -4.27888 2.16298 1.65623  -0.0211
55 H 2.65119 2.97469 0.60502  -0.0038
56 H 3.66373 4.26637 1.40027  0.0086
57 H 3.21331 4.36552 -0.31331  0.0116
58 H -0.54187 7.39583 1.68456  0.0019
59 H -2.90313 6.89849 1.92437  0.0000
60 H -5.31036 2.31462 1.27914  0.0036
61 H -4.31364 1.76503 2.68634  0.0136
62 H -3.69351 1.48774 0.97980  0.0304
63 C -1.69678 1.70253 -3.37971  0.0122
64 As -2.26037 0.39144 -2.13355  0.0214
65 C -2.21284 -1.31476 -3.12040  0.0913
66 C -4.18012 0.62602 -1.74192  0.0352
67 S -1.27018 -0.00087 -0.22524  0.8526
68 H -2.60665 2.06606 -3.80914  -0.0002
69 H -0.98071 1.26921 -4.08298  0.0010
70 H -1.16097 2.57954 -2.93174  -0.0007
71 H -2.58028 -1.18533 -4.13817  -0.0005
72 H -2.80169 -2.02175 -2.54013  0.0132
73 H -1.17096 -1.56770 -3.15284  -0.0097
74 H -4.73238 0.13027 -2.53491  -0.0026
75 H -4.53592 1.64162 -1.71014  0.0016
76 H -4.35968 0.11656 -0.78024  -0.0012

Calculated values
highest occupied orbital energy (spin up / spin down) = -12.443 / -15.975 eV
<S²> = 6.030
charge = +3
LUMO level (spin up / spin down) = -0.3399 / -0.4456 hartree
multiplicity = 5

---

Values for calculated total energy, eV, ordered as above
-9311.092 -26026.642 -147947.705
Values for energy relative to the best compared isomer or geometry (same formula, charge and spin), kcal/mol, ordered as above
11.0 33.2 20.9
Values for F_max, eV/A, ordered as above
3.08 2.71 3.85